1.
# C27H35BiF3N5O3SSeSi

A structure of composition C27H35BiF3N5O3SSeSi in a non-equilibrium geometry (ωB97M-V/def2-TZVPD, the Open Molecules 2025 dataset).

```
! wB97M-V def2-TZVPD RIJCOSX def2/J DEFGRID3
* xyz 2 1
Bi 0.1426 1.0934 -0.0327
N -0.0757 1.7648 -2.5348
C -0.1686 0.5082 -3.2331
C -1.0231 0.4476 -4.3533
C -1.1235 -0.7441 -5.0539
C -0.2596 -1.8238 -4.8447
C 0.7454 -1.7699 -3.7901
C 1.6958 -2.7613 -3.5424
C 2.5302 -2.6631 -2.4123
C 2.3021 -1.5850 -1.5331
N 1.4839 -0.5598 -1.8134
C 0.6258 -0.6302 -2.8738
H 0.8555 2.2248 -2.7175
H -0.8880 2.3518 -2.7779
H -1.5814 1.3787 -4.6910
H -1.8594 -0.8372 -5.8767
H -0.2026 -2.6621 -5.5510
H 1.8411 -3.5488 -4.2994
H 3.3428 -3.4031 -2.1800
H 2.9171 -1.4785 -0.6561
C -3.4166 5.5341 1.2867
O -2.8788 4.6862 0.1945
C -2.2009 3.5339 0.4909
O -1.8160 2.8099 -0.4447
N -1.8782 3.2452 1.7747
N -1.2283 2.0207 2.0584
H -4.0500 6.3116 0.7828
H -2.6446 6.0789 1.8451
H -4.1150 4.9521 1.9306
H -2.2165 3.8231 2.5468
H -1.9490 1.2865 2.0709
H -0.7793 2.0958 2.9973
C -4.5298 0.2247 0.3715
S -3.1604 -0.9220 0.0825
O -2.0604 -0.2371 0.9414
C -3.7563 -2.3655 0.8476
C -3.7034 -2.3912 2.2282
C -4.2315 -3.4653 2.9316
C -4.7869 -4.5371 2.2466
C -4.8301 -4.4826 0.8291
C -4.3480 -3.4022 0.0958
H -4.6528 0.4713 1.4101
H -5.4576 -0.2088 -0.0649
H -4.2372 1.1204 -0.2451
H -3.1782 -1.5774 2.7256
H -4.1898 -3.4326 4.0322
H -5.1270 -5.4420 2.7672
H -5.2310 -5.3161 0.2781
H -4.6723 -3.3272 -0.9962
F 4.5868 -3.4004 3.6086
C 3.2641 -3.4483 3.9283
F 3.1795 -3.2986 5.3135
F 2.7743 -4.7021 3.7203
C 2.4868 -2.4255 3.1654
C 1.3229 -2.7792 2.5026
C 0.6871 -1.7777 1.7880
N 1.2434 -0.5800 1.6596
C 2.3093 -0.1801 2.4301
C 2.8744 -1.0729 3.3260
H 0.9964 -3.8434 2.3913
H -0.2630 -1.9286 1.4185
H 2.6312 0.8830 2.3581
H 3.6196 -0.7401 4.0786
C 4.8591 4.2595 -0.3645
Si 3.8118 2.5681 -1.0015
C 3.4063 2.5339 -2.8925
C 4.7172 1.0562 -0.2178
Se 1.9697 3.0920 0.2932
H 4.0548 4.9779 -0.4187
H 5.6316 4.4284 -1.0846
H 5.1960 4.0568 0.6801
H 4.2116 2.5028 -3.7139
H 2.8975 3.5053 -3.0910
H 2.8627 1.6669 -3.2291
H 5.3160 0.3621 -0.8346
H 4.0001 0.4569 0.3589
H 5.3784 1.4373 0.5786
*
```

Output
total energy = -5152.200263 Eh
ΔE to the lowest compared entry with this formula, charge and spin = 0.000 eV

---

2.
# C27H35CdN4O6Sb

A structure of composition C27H35CdN4O6Sb in a non-equilibrium geometry (ωB97M-V/def2-TZVPD, the Open Molecules 2025 dataset).

```
! wB97M-V def2-TZVPD RIJCOSX def2/J DEFGRID3
* xyz 0 1
O -0.4135 -1.9824 -6.1162
H -1.2955 -1.7272 -5.7673
Cd -0.7454 0.1547 -2.0470
N 1.0420 -1.1201 -2.3386
N -1.3141 -1.8684 -1.2314
N 0.0847 2.1520 -1.8629
N -1.9607 1.1887 -0.4213
O 2.1893 -0.8108 -2.6588
O 1.0962 2.6500 -2.6910
O -3.1612 0.6902 0.0752
O -2.5032 -2.1386 -0.8588
C -0.6623 -2.7765 -1.9814
C 0.5876 -2.3811 -2.5622
C -0.6268 3.0097 -1.1486
C -1.7595 2.5022 -0.3847
C 1.4850 -3.1875 -3.4409
H 1.6289 -2.6781 -4.4263
H 1.0612 -4.1967 -3.5833
H 2.4785 -3.2148 -2.9381
C -1.3258 -4.1083 -2.1367
H -2.3328 -3.9996 -2.6032
H -1.5026 -4.5449 -1.1275
H -0.6868 -4.7701 -2.7497
C -0.1682 4.4267 -1.0239
C -2.5556 3.4153 0.5066
H 0.5014 4.6266 -1.8785
H 0.4147 4.5821 -0.0913
H -1.0272 5.1226 -1.0138
H -3.1448 2.7961 1.2080
H -3.2571 4.0346 -0.0921
H -1.8946 4.0986 1.0845
H 1.4462 1.8561 -3.1717
H -3.0948 -0.2950 -0.0896
C -2.3144 0.3306 -3.4053
H -2.0762 -0.0211 -4.4394
H -2.4125 1.4163 -3.2279
H -3.0999 -0.2606 -2.9137
O 1.5028 0.9785 -5.7689
H 1.2173 0.1702 -6.2332
H 0.6745 1.2171 -5.2714
C 0.3422 3.7825 4.1073
C 1.0405 3.9000 2.8957
C 1.0803 2.8126 2.0155
C 0.3953 1.6412 2.3474
C -0.2415 1.4960 3.5793
C -0.2909 2.5842 4.4580
Sb 0.5827 -0.0395 1.0019
C 2.5481 -0.5831 1.7228
C 3.6182 -0.7332 0.8382
C 4.8834 -1.0372 1.3611
C 5.0499 -1.1563 2.7525
C 3.9718 -0.9615 3.6284
C 2.7102 -0.6604 3.1048
C -0.8502 -1.4051 1.8613
C -0.5306 -2.7638 1.8733
C -1.4443 -3.6753 2.4162
C -2.6694 -3.2194 2.9295
C -2.9905 -1.8565 2.8894
C -2.0766 -0.9481 2.3427
H 0.3031 4.6340 4.7858
H 1.5644 4.8202 2.6225
H 1.6776 2.8647 1.1004
H -0.6882 0.5444 3.8650
H -0.8282 2.4766 5.4041
H 3.4642 -0.6145 -0.2379
H 5.7279 -1.1875 0.6829
H 6.0281 -1.4043 3.1629
H 4.0853 -1.0383 4.7132
H 1.8730 -0.4757 3.7784
H 0.4222 -3.1058 1.4652
H -1.1860 -4.7358 2.4268
H -3.3811 -3.9304 3.3487
H -3.9390 -1.4731 3.2715
H -2.3270 0.1113 2.3077
*
```

Output
total energy = -2127.865030 Eh
ΔE to the lowest compared entry with this formula, charge and spin = 1.872 eV

---

3.
# C27H35Cl3GeN6O6PReS2Te

A structure of composition C27H35Cl3GeN6O6PReS2Te (ωB97M-V/def2-TZVPD, the Open Molecules 2025 dataset).

```
! wB97M-V def2-TZVPD RIJCOSX def2/J DEFGRID3
* xyz 2 1
Re -0.3731 0.2629 0.7863
N -2.3926 0.4341 1.4951
C -3.0955 -0.8472 1.4129
C -4.3262 -1.0454 1.9618
C -4.9645 -2.2966 1.8226
C -4.3511 -3.3108 1.1440
C -3.0635 -3.1260 0.5854
C -2.3606 -4.1482 -0.0990
C -1.1162 -3.8874 -0.5843
C -0.5551 -2.6102 -0.3893
N -1.1707 -1.6282 0.2325
C -2.4340 -1.8792 0.7247
H -2.3835 0.7425 2.4683
H -2.9119 1.1430 0.9738
H -4.8199 -0.2455 2.5004
H -5.9438 -2.4425 2.2557
H -4.8346 -4.2727 1.0356
H -2.8168 -5.1225 -0.2187
H -0.5408 -4.6400 -1.1037
H 0.4455 -2.4058 -0.7473
N 1.7532 3.6461 -6.7005
C 1.0096 3.2554 -5.6455
C 0.6951 4.1611 -4.6136
C -0.0347 3.7636 -3.5231
C -0.4777 2.4361 -3.4281
C -0.1983 1.5289 -4.4616
C 0.5292 1.9352 -5.5525
S -1.4204 1.9442 -2.0684
O -2.5936 2.7388 -1.8716
O -1.7650 0.4707 -2.3855
N -0.5554 1.7306 -0.7509
C 0.0491 2.7626 0.0014
N 0.2934 3.9841 -0.3852
C 0.8925 4.7593 0.5360
C 1.2294 4.3038 1.7958
C 0.9215 2.9878 2.1099
N 0.3186 2.2257 1.2018
H 2.0374 4.6036 -6.8050
H 1.9167 3.0296 -7.4762
H 1.0137 5.1919 -4.6961
H -0.2759 4.4741 -2.7485
H -0.5613 0.5140 -4.4230
H 0.7204 1.2399 -6.3596
H 1.1007 5.7779 0.2347
H 1.7167 4.9435 2.5155
H 1.1502 2.5342 3.0651
O 1.5605 0.1336 0.1375
S 2.5093 -0.7400 -0.7132
C 4.0210 0.2431 -0.7278
C 4.4075 0.3806 -2.1960
C 3.1034 0.6746 -2.9383
C 2.1066 -0.3738 -2.4460
H 4.7573 -0.2315 -0.0838
H 3.7128 1.1907 -0.2821
H 4.8472 -0.5492 -2.5631
H 5.1514 1.1655 -2.3206
H 3.2228 0.6149 -4.0192
H 2.7422 1.6777 -2.6982
H 2.2011 -1.3187 -2.9833
H 1.0617 -0.0626 -2.4593
Cl -3.1000 -2.1120 -3.1190
Ge -3.4502 -0.0519 -2.9297
Cl -4.8575 0.3555 -1.4332
Cl -3.8423 0.9292 -4.7270
C -0.0338 -1.3628 6.9189
C 0.3274 -0.5909 5.6759
O 0.7752 -1.5389 4.6780
P 1.2868 -1.0626 3.2569
O -0.0443 -0.5979 2.5345
Te 3.1050 0.3954 3.3354
O 1.6780 -2.4249 2.5530
C 0.8410 -3.6111 2.6312
C 1.2788 -4.5149 3.7573
H -0.2961 -0.6684 7.7168
H 0.8133 -1.9612 7.2508
H -0.8820 -2.0234 6.7425
H 1.1382 0.1173 5.8596
H -0.5326 -0.0485 5.2740
H 0.9750 -4.1008 1.6673
H -0.2031 -3.3032 2.7286
H 2.3398 -4.7435 3.6666
H 0.7191 -5.4497 3.7073
H 1.1032 -4.0527 4.7259
*
```

Output
total energy = -6771.131181 Eh
ΔE to the lowest compared entry with this formula, charge and spin = 0.965 eV

---

4.
# C27H35F3N5O10

A cluster of 4 separate species, C27H35F3N5O10 in total in a non-equilibrium geometry (ωB97M-V/def2-TZVPD, the Open Molecules 2025 dataset).

```
! wB97M-V def2-TZVPD RIJCOSX def2/J DEFGRID3
* xyz 1 1
N 4.1519 -0.9773 2.6540
C 3.7936 -0.5599 1.2771
C 2.7166 0.5960 1.2026
C 1.6111 0.5216 2.3017
C 0.7675 -0.7002 2.3785
C 0.9454 -1.9207 1.4628
C 0.7247 -1.8899 -0.0213
C 0.9518 -3.1521 -0.7296
N 1.3014 -4.3795 -0.2581
C 1.5126 -4.4484 1.0902
C 1.3641 -3.2611 1.9349
C -0.3252 -0.7607 3.4007
C -1.2594 -2.0058 3.4733
C -2.1516 -2.0565 2.1290
C -2.5129 -0.6292 1.5831
N -2.3041 -0.3399 0.1582
O -2.9932 0.2661 2.2475
C -0.4966 0.3858 4.3268
C -1.5487 0.4733 5.4693
F -2.7723 0.8894 5.0040
F -1.1580 1.4541 6.3833
F -1.6523 -0.6834 6.2092
C 0.3927 1.5347 4.1598
N 1.4004 1.5731 3.1963
C 2.2152 2.8299 3.1589
C 1.4013 3.8914 2.3268
N 1.1531 3.4525 0.9316
H 4.8310 -1.7377 2.5406
H 3.3151 -1.4100 3.0636
H 3.4135 -1.4318 0.6599
H 4.7172 -0.2020 0.7324
H 3.2206 1.5931 1.1326
H 2.1770 0.4677 0.2143
H 0.4313 -0.9432 -0.5460
H 0.8132 -3.0950 -1.8465
H 1.8256 -5.4178 1.5601
H 1.5468 -3.3853 3.0384
H -0.7009 -2.9844 3.5014
H -1.9895 -1.9880 4.3193
H -1.6191 -2.6256 1.3122
H -3.1246 -2.5494 2.4119
H -1.7356 -1.1072 -0.2167
H -3.2371 -0.4484 -0.2723
H 0.2688 2.4302 4.8208
H 3.2619 2.6605 2.8070
H 2.2963 3.1849 4.2276
H 0.3783 4.0020 2.8140
H 1.8522 4.9229 2.3399
H 0.4779 2.6811 0.9089
H 0.7404 4.2143 0.3907
C 3.0856 4.0861 -2.9255
C 2.4088 2.7789 -3.2245
O 3.2096 1.8382 -2.5127
C 3.8320 2.5138 -1.5136
O 4.4439 1.9910 -0.6305
O 3.6680 3.8540 -1.6445
H 2.3862 4.9206 -2.8899
H 3.8805 4.3202 -3.6381
H 1.3876 2.7370 -2.8386
H 2.3934 2.5502 -4.2870
C 0.3770 1.1188 -6.3527
C -1.0623 1.0671 -6.7816
O -1.7555 0.9008 -5.5470
C -0.9535 1.3829 -4.5641
O -1.2950 1.5473 -3.4340
O 0.2948 1.6567 -5.0339
H 0.9827 1.7565 -6.9959
H 0.8358 0.1282 -6.3022
H -1.3939 1.9969 -7.2506
H -1.2673 0.2378 -7.4574
C -6.0912 -2.2017 -2.2739
C -6.3157 -3.6560 -1.9691
O -5.0654 -4.2486 -2.3110
C -4.1215 -3.2763 -2.2318
O -2.9465 -3.4700 -2.2930
O -4.6877 -2.0493 -2.0714
H -6.6537 -1.5440 -1.6121
H -6.3278 -1.9484 -3.3101
H -6.5140 -3.8365 -0.9094
H -7.1243 -4.0866 -2.5582
*
```

Output
total energy = -2375.370258 Eh

---

5.
# C27H35MgN5O3P2

A structure of composition C27H35MgN5O3P2 in a non-equilibrium geometry (ωB97M-V/def2-TZVPD, the Open Molecules 2025 dataset).

```
! wB97M-V def2-TZVPD RIJCOSX def2/J DEFGRID3
* xyz 0 1
Mg -0.5155 -2.8955 -0.0928
C -1.0938 2.1788 -0.9934
C -1.5699 1.5599 -2.0819
C -0.7805 1.2310 -3.3359
C 0.4506 0.2962 -3.3429
C 1.7443 0.8364 -2.8165
C 1.9693 1.9770 -2.1485
C 1.0900 3.1962 -2.0510
C -0.0100 3.2176 -0.9595
C 1.4651 -2.4554 -0.0538
H -1.3254 1.7814 0.0188
H -2.5582 1.0662 -2.0352
H -0.5733 2.1124 -3.9530
H -1.5028 0.6731 -3.9391
H 0.1567 -0.6575 -2.8712
H 0.6582 0.0557 -4.4033
H 2.6169 0.1968 -3.0221
H 2.9038 2.0773 -1.5678
H 0.7015 3.4858 -3.0351
H 1.7942 3.9801 -1.7254
H 0.4890 3.0863 0.0162
H -0.4612 4.2283 -0.9441
H 1.6505 -2.1347 0.9893
H 1.6769 -1.5730 -0.6697
H 2.1293 -3.2565 -0.4141
P 1.3452 -1.2022 -7.5750
P -1.9431 -0.7017 -7.3612
N 2.7627 -0.1556 -7.7131
N 2.0230 -2.4195 -8.7136
N -2.2347 1.0612 -7.5087
N -3.5507 -1.1046 -8.0110
C 0.3955 -0.3274 -8.9047
C -1.0611 -0.8115 -8.9985
C 3.5157 0.3708 -6.6580
C 4.4875 1.2142 -7.1853
C 4.3523 1.1883 -8.6093
C 3.2718 0.3741 -8.9030
C 2.2792 -3.7387 -8.3230
C 2.7144 -4.4603 -9.4327
C 2.7805 -3.5521 -10.5337
C 2.3220 -2.3278 -10.0712
C -2.1964 1.8895 -6.3788
C -2.0912 3.2116 -6.7934
C -2.1758 3.2194 -8.2183
C -2.2329 1.8977 -8.6335
C -4.3209 -0.3729 -8.9239
C -5.4320 -1.1169 -9.2834
C -5.3352 -2.3737 -8.6056
C -4.1683 -2.3556 -7.8545
H 0.8234 -0.4640 -9.9093
H 0.4681 0.7460 -8.6580
H -1.5565 -0.2217 -9.7890
H -1.1221 -1.8735 -9.3050
H 3.2710 0.1115 -5.6380
H 5.2055 1.7997 -6.6310
H 4.9575 1.6891 -9.3508
H 2.8081 0.1694 -9.8528
H 2.1254 -4.0339 -7.2955
H 2.9455 -5.5158 -9.4627
H 3.1293 -3.7381 -11.5368
H 2.1699 -1.4250 -10.6390
H -2.2823 1.4621 -5.3914
H -1.9592 4.0674 -6.1460
H -2.2197 4.0753 -8.8783
H -2.3063 1.5157 -9.6427
H -4.0362 0.6122 -9.2464
H -6.1956 -0.7768 -9.9585
H -6.0457 -3.1784 -8.6754
H -3.7087 -3.1086 -7.2338
O -0.7678 0.1862 1.8217
N -0.7779 -0.8320 1.1670
O -1.0169 -2.0100 1.6909
O -0.5984 -0.8633 -0.1361
*
```

Output
total energy = -2431.883243 Eh
ΔE to the lowest compared entry with this formula, charge and spin = 1.679 eV

---

6.
# C27H35N4NbO5P

A structure of composition C27H35N4NbO5P in a non-equilibrium geometry (ωB97M-V/def2-TZVPD, the Open Molecules 2025 dataset).

```
! wB97M-V def2-TZVPD RIJCOSX def2/J DEFGRID3
* xyz -1 1
C -3.4869 4.3854 0.9699
C -2.4036 4.0897 1.4058
C -1.0499 3.6310 1.8391
C -0.6883 2.3508 1.0026
C 0.2991 1.4396 1.7787
Nb 1.6998 0.1973 0.4928
C 3.4508 1.0523 1.6633
C 2.0558 1.8727 -0.9953
C 2.1276 2.6733 -1.9048
N 0.2056 -0.7024 -0.6849
C -0.6983 -1.6253 -0.0716
C -2.0914 -1.1730 0.4028
O -0.4253 -2.7906 0.0343
C -0.3297 0.0433 -1.7730
C 0.3864 -0.1603 -3.1343
O -1.2986 0.7584 -1.7531
P 1.6162 -1.6385 2.3579
O 0.2924 -1.7108 3.0197
O 2.6964 -1.2733 3.5903
O 2.1360 -3.1099 1.7781
H -4.3672 4.4887 0.3713
H -1.0757 3.4216 2.9178
H -0.3087 4.4279 1.6852
H -1.6376 1.8183 0.8622
H -0.3459 2.7079 0.0235
H -0.2602 0.8588 2.5351
H 0.9631 2.1053 2.3713
H 2.9719 -0.7646 -0.4317
H 3.1634 1.1970 2.7159
H 3.8289 1.9902 1.2233
H 4.3059 0.3529 1.6112
H 2.2715 3.2527 -2.7962
H -2.6592 -0.9873 -0.5241
H -2.5870 -2.0092 0.9031
H -2.0627 -0.2791 1.0323
H 0.6803 0.8101 -3.5385
H 1.2163 -0.8669 -3.0068
H -0.3572 -0.6790 -3.7619
H 3.5664 -1.5936 3.3112
H 2.9091 -2.8874 1.2331
N -5.8561 -1.8506 -0.3073
C -6.6156 -2.9404 -0.4226
C -6.8594 -3.5873 -1.6244
C -6.2850 -3.0713 -2.7746
C -5.4940 -1.9388 -2.6780
C -5.3109 -1.3708 -1.4261
H -7.0461 -3.3064 0.5035
H -7.4826 -4.4711 -1.6573
H -6.4514 -3.5463 -3.7339
H -5.0276 -1.5047 -3.5521
H -4.6971 -0.4858 -1.3013
N 5.0439 -4.8310 4.2519
C 5.4130 -5.6872 5.2070
C 4.5200 -6.4106 5.9807
C 3.1631 -6.2341 5.7545
C 2.7567 -5.3499 4.7703
C 3.7314 -4.6770 4.0489
H 6.4839 -5.7903 5.3505
H 4.8774 -7.0935 6.7405
H 2.4323 -6.7800 6.3392
H 1.7085 -5.1823 4.5628
H 3.4574 -3.9795 3.2683
N 0.8098 4.3837 -5.6921
C 1.6205 5.3333 -6.1618
C 1.6419 6.6344 -5.6847
C 0.7690 6.9725 -4.6630
C -0.0830 6.0030 -4.1615
C -0.0221 4.7297 -4.7075
H 2.2839 5.0233 -6.9625
H 2.3242 7.3628 -6.1026
H 0.7537 7.9788 -4.2624
H -0.7789 6.2265 -3.3643
H -0.6666 3.9367 -4.3435
*
```

Output
total energy = -2043.250429 Eh